A 2-piece molecular cluster, C5H10BN overall. Source: the OMol25 dataset; level of theory: the ωB97M-V functional and the def2-TZVPD basis.

Structure (XYZ):
```
17
Properties=species:S:1:pos:R:3:forces:R:3
H -0.3872 -2.2422 1.2853 2.582 0.553 -1.038
H 0.9254 -1.0404 1.5994 0.689 -0.157 1.146
B -1.0457 -0.3305 -0.1351 3.160 2.756 -0.342
H 1.7725 0.6313 -0.0319 0.845 2.063 2.704
H -1.2185 2.6794 -0.7260 -0.069 0.501 0.489
H 2.5304 -0.3821 -1.1596 -0.160 -0.651 -0.322
H 1.4458 -2.4860 0.6057 -0.589 0.102 0.648
C 0.3893 -0.8686 -0.3738 -0.756 -1.982 -0.747
C -0.7736 2.7306 0.2761 0.686 -2.712 -2.281
H 0.1743 -1.7236 -1.0467 0.222 0.665 -0.858
H 1.0970 0.7930 -1.6115 1.543 -1.728 1.314
C 1.5934 0.0377 -0.8292 -3.896 0.225 -2.949
H 0.2910 2.5407 0.2944 0.172 0.453 0.204
H -1.3328 2.4433 1.1057 -1.049 0.076 1.428
C -2.4753 -0.5176 -0.1161 -1.908 -0.170 0.365
C 0.6467 -1.7754 0.8764 -1.918 0.225 0.391
N -3.6328 -0.4898 -0.0131 0.443 -0.217 -0.151
```
Positions in Å, forces in eV/Å.

LUMO level (spin up / spin down): -1.05 / -1.05 eV
Kohn-Sham gap (spin up / spin down): 6.1 / 6.1 eV
ΔE to the lowest compared entry with this formula, charge and spin: 160.0 kcal per mole
HOMO (spin up / spin down): -7.12 / -7.12 eV

C11H18FInN as an isolated structure. Source: the OMol25 dataset; level of theory: the ωB97M-V functional and the def2-TZVPD basis.

Structure (XYZ):
```
32
Properties=species:S:1:pos:R:3:forces:R:3
H -1.5911 -1.3656 1.1991 -1.266 -1.068 -1.605
C 0.6834 1.9671 -0.2491 0.607 1.527 2.149
N -0.7671 0.4197 -4.6816 1.430 0.682 -0.839
C -2.1679 -1.9308 0.3493 -0.274 -1.068 -0.666
H 1.3435 0.2013 -3.8854 -1.945 1.298 0.130
F 1.2182 -1.9131 -0.0122 -1.056 0.061 -1.155
H -2.8665 -1.2194 -0.2740 1.654 -1.200 1.389
H -0.9382 1.7323 4.7309 1.699 -0.631 -1.682
C 0.3422 0.8030 -3.6881 1.148 0.748 0.130
H -2.8799 -2.7871 0.7722 1.532 1.872 -0.514
H -1.0481 1.3302 -5.1160 0.160 -1.279 0.317
C 2.0608 0.5203 1.8370 -1.684 0.382 2.010
H -1.6576 -2.9986 -1.6484 1.091 0.660 1.920
H 3.1498 -0.7491 3.6124 -2.043 1.556 -0.378
H 1.1454 0.0291 5.5663 -0.294 0.985 -2.373
C -0.1344 1.4231 3.9381 2.311 -1.178 -2.141
H 2.8559 0.1800 1.0145 -2.008 0.804 2.037
H 1.6990 2.3854 -0.7084 -1.942 -1.125 1.180
H -0.2837 -0.1107 -5.4452 -0.777 0.730 0.682
H -2.1137 0.5863 -1.4598 0.331 0.148 -0.015
H 0.6519 -2.2193 -2.0570 -0.675 0.762 2.092
C -1.1014 -2.6815 -0.6564 0.535 0.175 0.092
C 0.1966 -1.7344 -1.0694 -0.672 -2.066 -0.516
C 0.8385 1.4766 1.3082 -0.058 -0.138 2.739
H -0.0465 2.9117 -0.2284 1.493 -1.997 0.064
C 2.2467 -0.0429 3.3750 -4.084 3.133 -1.791
H -0.6839 -3.6730 -0.1400 -0.887 2.059 -1.055
C 1.0839 0.4209 4.4643 0.191 1.205 -4.334
H 0.5699 1.9619 -3.7786 -0.107 -2.255 0.004
H -1.1858 2.6912 2.0926 2.191 -1.804 0.686
In -0.3293 0.4144 -1.5525 -0.038 -0.048 -0.339
C -0.2905 1.9709 2.3907 3.439 -2.932 1.781
```
Positions in Å, forces in eV/Å.

LUMO level: 3.05 eV
Total charge: -1
Kohn-Sham gap: 7.1 eV
HOMO: -4.05 eV

One molecule with the formula C17H18FNO4. Source: the OMol25 dataset; level of theory: the ωB97M-V functional and the def2-TZVPD basis.

Structure (XYZ):
```
41
Properties=species:S:1:pos:R:3:forces:R:3
O -3.3220 -1.3140 1.5730 -0.036 0.115 0.409
H -3.6040 0.9884 0.9309 -0.029 -0.070 0.012
H 0.0425 -0.0175 1.1018 -0.128 0.054 0.008
H -2.3737 -1.1003 1.5791 -0.001 -0.035 -0.099
C 2.5054 -1.9686 -0.1597 0.295 0.145 -0.024
H 2.6981 -2.9682 -0.5132 0.013 -0.162 -0.079
H -2.2009 -3.6039 0.7162 -0.025 0.022 -0.069
H -4.4063 -2.6500 0.5300 0.072 0.032 -0.105
H -1.0874 -1.3444 -0.7331 -0.020 -0.006 0.097
C 3.4990 -1.0225 -0.1453 -0.218 0.480 0.221
C -1.3066 1.3323 -1.5433 -0.300 -0.200 0.103
H -2.4069 2.9612 1.7634 -0.013 0.066 0.094
C 0.1202 -2.5930 0.3005 0.008 -0.168 0.137
H 0.3261 -3.3648 -0.4606 0.000 0.059 0.112
C -3.5564 -1.9770 0.3598 -0.012 0.051 -0.560
H -1.0137 0.8656 -2.4706 0.042 -0.066 -0.117
O 4.4238 1.0079 0.1934 -0.407 0.168 0.145
H -4.7513 -0.3234 -0.3676 0.027 -0.024 -0.055
C -3.9967 -1.0089 -0.7680 -0.276 -0.490 0.470
C -2.7856 1.3886 0.3552 -0.189 -0.227 -0.168
C -2.1090 2.4966 0.8370 0.294 0.216 -0.102
O 4.8054 -1.1433 -0.5400 -0.348 -0.330 -0.016
H 5.7808 0.5157 -1.2771 -0.168 -0.095 0.192
C 2.0317 0.6694 0.7529 0.449 0.064 -0.069
C 5.3924 0.1224 -0.3238 1.196 0.295 -0.228
C 1.0240 -0.2916 0.7500 -0.059 -0.153 -0.010
H 0.2114 2.8469 -1.6008 0.102 0.057 -0.046
H 0.0794 -3.0969 1.2752 0.001 -0.054 -0.125
C -2.3100 -2.7990 -0.0165 -0.319 0.092 0.080
N -1.1529 -1.9299 0.0926 0.080 0.023 -0.222
C -2.3862 0.7948 -0.8367 0.240 0.337 -0.025
O -2.9558 -0.3048 -1.4112 0.237 0.036 -0.144
C -0.6279 2.4328 -1.0659 -0.038 0.184 0.236
C -1.0389 3.0019 0.1267 -0.069 -0.114 -0.021
H 1.8523 1.6740 1.0959 -0.040 0.170 0.056
C 3.2677 0.2800 0.2998 -0.079 -0.571 -0.130
C 1.2421 -1.5856 0.3012 -0.079 0.079 0.007
H -4.4520 -1.6000 -1.5677 -0.014 0.058 0.090
H 6.2243 0.0251 0.3926 -0.251 -0.006 -0.110
H -2.4387 -3.2496 -1.0113 0.064 -0.014 0.071
F -0.3703 4.0733 0.6109 -0.004 -0.018 -0.015
```
Positions in Å, forces in eV/Å.

LUMO level: 0.74 eV
Kohn-Sham gap: 8.8 eV
ΔE to the lowest compared entry with this formula, charge and spin: 54.9 kcal per mole
SMILES: O[C@H](CNCc1ccc2c(c1)OCO2)COc1ccc(F)cc1
HOMO: -8.04 eV

A 2-piece molecular cluster, C4H8N2O overall. Source: the OMol25 dataset; level of theory: the ωB97M-V functional and the def2-TZVPD basis.

Structure (XYZ):
```
15
Properties=species:S:1:pos:R:3:forces:R:3
C 0.9255 0.4033 1.1588 0.116 0.064 0.122
O 2.7045 -1.0612 0.6845 -0.097 0.027 -0.070
H 1.5029 1.3268 1.0711 -0.062 -0.166 -0.028
N -0.4192 0.6637 0.6985 -0.228 0.224 -0.375
H -1.1226 1.9973 -0.8987 0.031 -0.137 0.134
H 1.2821 -1.8671 -1.2096 -0.035 0.031 0.052
C -1.7023 -0.0220 0.4421 -0.242 -0.231 0.072
C 1.5816 -0.7493 0.2864 -0.120 0.078 0.047
C -1.1461 1.2002 -0.1677 0.339 -0.121 0.246
N 0.7913 -1.1421 -0.6851 0.282 -0.053 0.180
H -1.6003 -0.9588 -0.1082 -0.061 0.242 0.063
H -0.8557 0.2222 -2.5657 0.010 -0.037 -0.050
H 0.8773 0.0853 2.2011 0.012 0.019 -0.151
H -0.3652 -0.1662 -2.1336 -0.129 0.101 -0.093
H -2.4537 0.0679 1.2261 0.183 -0.040 -0.148
```
Positions in Å, forces in eV/Å.

LUMO level: -0.58 eV
Kohn-Sham gap: 7.5 eV
ΔE to the lowest compared entry with this formula, charge and spin: 134.6 kcal per mole
HOMO: -8.11 eV

A 2-piece molecular cluster, C13H15B2Cl4NO2 overall. Source: the OMol25 dataset; level of theory: the ωB97M-V functional and the def2-TZVPD basis.

Structure (XYZ):
```
37
Properties=species:S:1:pos:R:3:forces:R:3
C -3.4909 0.7187 8.8056 -0.107 0.142 -0.475
C 1.9219 -1.6001 5.4737 -0.186 1.220 -0.373
H 1.6432 -0.8216 6.1946 0.327 -0.177 -0.108
N 1.7201 -1.2822 4.1609 0.854 -2.541 -0.100
H -1.5318 -0.1238 8.4300 -0.103 0.446 0.133
H 0.0549 2.8568 7.0776 -0.174 -0.951 -0.225
H 1.9086 -1.9385 2.1440 -0.130 0.129 0.407
Cl 2.9559 1.9553 6.7289 0.230 -0.127 -0.131
H 0.3391 3.0005 8.7140 -0.004 -0.701 0.017
H -4.1925 4.0208 9.1323 -0.091 -0.049 -0.124
C 2.6118 -3.8108 4.8877 0.178 -0.570 0.532
C 2.4264 -2.7989 5.8639 0.016 -0.982 -0.358
Cl 3.0684 -0.1994 8.9720 -0.358 -0.324 -0.665
H 2.5374 -4.2606 2.7686 0.078 0.246 0.105
C 2.3972 -3.4950 3.5261 0.109 0.291 0.366
C 3.1798 -5.3781 6.6118 -0.024 -0.245 -1.017
C -2.2709 3.2016 8.6190 -0.316 -0.410 0.088
C -3.6332 3.1193 8.9182 0.205 -0.101 -0.703
O 2.9777 -5.0806 5.1817 -0.290 1.463 0.480
H 2.6294 -2.9413 6.9162 -0.145 -0.016 -0.068
C -1.5142 2.0547 8.3922 0.817 -0.773 -0.478
H 2.2092 -5.3834 7.1229 0.344 0.201 -0.038
H 3.9123 -4.6840 7.0303 -0.250 -0.108 0.076
O 0.7481 1.0625 8.0273 0.703 0.511 0.364
H 2.0433 0.9005 4.0930 -0.311 0.123 -0.191
B 2.1736 1.3019 8.3051 -0.973 0.510 0.777
Cl -5.9888 1.7981 9.0853 -0.168 -0.122 0.033
C -0.0352 2.2400 7.9989 -0.564 1.207 0.720
C -2.1104 0.7969 8.5483 -0.549 0.369 -0.066
H -3.9773 -0.2479 8.9169 0.098 0.141 -0.099
C 2.0186 -2.2156 3.1935 -0.456 -0.296 0.504
C -4.2768 1.8777 8.8601 1.452 0.065 0.878
B 1.2604 0.0534 3.8141 -0.255 1.756 0.348
H -1.7600 4.1558 8.5404 -0.220 0.080 0.172
Cl 2.4196 2.6000 9.7389 0.071 -0.341 -0.617
H 3.5944 -6.3822 6.5911 -0.034 0.054 0.143
H 0.1565 0.2116 3.4067 0.228 -0.123 -0.306
```
Positions in Å, forces in eV/Å.

LUMO level: -1.92 eV
Kohn-Sham gap: 6.2 eV
HOMO: -8.14 eV

An isolated ion of composition C3H8N5 and charge +1. Source: the OMol25 dataset; level of theory: the ωB97M-V functional and the def2-TZVPD basis.

Structure (XYZ):
```
16
Properties=species:S:1:pos:R:3:forces:R:3
N -0.4559 -1.1802 -0.9467 -0.500 -1.122 -0.613
H -0.1266 0.0616 2.5822 0.039 -0.626 0.755
H -1.8008 0.2331 2.7595 -0.712 1.000 -0.363
H -1.7305 -1.0908 0.5444 -0.642 -1.063 -0.042
N 1.3925 -0.9648 -2.2831 1.597 1.742 0.943
H -2.1059 -0.2101 -0.7887 -1.260 1.515 -0.515
N -1.3815 -0.4772 -0.1727 2.236 -0.623 2.157
C 0.3132 1.0858 0.5150 0.401 1.871 -1.332
C 0.5476 -0.4798 -1.3477 -0.728 -1.102 0.486
H 1.8842 1.1600 -0.8007 -0.853 0.157 -0.494
N -1.0289 0.0781 2.1455 1.995 -1.097 0.247
H 0.5983 2.0564 0.9922 0.078 -1.358 0.189
H 2.2848 -0.5848 -2.0004 0.516 0.162 -0.901
C 0.8748 0.7382 -0.6594 2.030 0.812 0.796
N -0.8725 0.5692 0.9065 -3.129 0.672 -1.347
H 1.5598 -1.9066 -2.5581 -1.067 -0.941 0.034
```
Positions in Å, forces in eV/Å.

LUMO level: -4.03 eV
Total charge: +1
Kohn-Sham gap: 9.5 eV
ΔE to the lowest compared entry with this formula, charge and spin: 86.1 kcal per mole
SMILES: NC1=N[NH2+]N(N)C=C1
HOMO: -13.51 eV

Table of molar mass (g mol⁻¹), in record order: 95.0, 298.1, 319.3, 100.1, 380.7, 114.1
Table of electronic energy (Ha), in record order: -275.89299, -774.29919, -1114.15140, -341.78920, -2600.16572, -392.51024
Table of max |F| (Eh/bohr), in record order: 0.09513, 0.10599, 0.02436, 0.00959, 0.05217, 0.06752